(1)
The molecule C4H7ClS at a distorted geometry, computed with ωB97M-V/def2-TZVPD.

Cartesian coordinates (Å):
C: -1.317 2.146 0.354
C: -0.783 1.082 -0.666
C: -0.459 -0.275 -0.054
C: 0.783 -0.263 0.814
H: -2.283 1.832 0.640
H: -0.608 2.184 1.188
H: -1.339 3.113 -0.182
H: -1.536 0.907 -1.463
H: 0.122 1.427 -1.140
H: 0.897 -1.236 1.311
H: 0.824 0.537 1.570
S: -1.452 -1.521 -0.056
Cl: 2.224 -0.033 -0.218

Output
Gap between HOMO and LUMO ... 8.513 eV
Energy relative to the best compared isomer or geometry (same formula, charge and spin) ... 8.0 kJ/mol
Net charge ... 0
LUMO level ... -0.40 eV

---

(2)
A 2-piece molecular cluster, C18H17ClN2O2S overall at a distorted geometry, computed with ωB97M-V/def2-TZVPD.

Cartesian coordinates (Å):
C: 3.141 -6.833 1.741
C: 3.004 -5.562 1.105
C: 2.343 -4.058 0.792
C: 2.957 -2.753 1.597
C: 2.361 -1.201 1.418
C: 3.087 -0.046 2.327
C: 4.472 0.412 1.510
C: 4.355 0.140 -0.113
Cl: 4.787 2.235 1.747
C: 1.088 -0.936 0.375
C: 0.537 -2.248 -0.438
C: 1.120 -3.785 -0.265
S: -0.915 -1.990 -1.654
C: -1.788 -0.467 -0.925
C: -3.395 -0.308 -1.233
C: -4.161 1.017 -0.634
C: -3.296 2.097 0.286
C: -1.680 1.908 0.591
C: -0.890 0.576 -0.036
N: 0.592 0.486 0.247
H: 3.352 -7.820 2.378
H: 3.863 -2.912 2.353
H: 3.387 -0.573 3.354
H: 2.411 0.866 2.612
H: 5.359 -0.251 1.908
H: 5.265 0.709 -0.620
H: 4.517 -1.007 -0.374
H: 3.348 0.554 -0.577
H: 0.646 -4.659 -0.896
H: -3.910 -1.150 -1.892
H: -5.304 1.166 -0.874
H: -3.831 3.040 0.736
H: -1.091 2.715 1.243
H: 0.698 0.891 1.226
C: -4.723 4.602 -2.983
N: -5.818 3.797 -2.379
O: -6.104 2.727 -2.929
O: -6.360 4.262 -1.369
H: -4.339 4.075 -3.860
H: -5.142 5.569 -3.267
H: -3.941 4.714 -2.228

Output
Gap between HOMO and LUMO ... 7.163 eV
Net charge ... 0
LUMO level ... -0.55 eV

---

(3)
The molecule N2O2S at a distorted geometry, computed with ωB97M-V/def2-TZVPD.

Cartesian coordinates (Å):
N: -0.654 -0.107 -0.786
N: 0.073 -0.275 0.389
O: -0.229 0.735 -1.533
O: -0.481 -1.087 1.120
S: 1.290 0.734 0.810

Output
Gap between HOMO and LUMO (alpha / beta) ... 7.162 / 7.167 eV
Energy relative to the best compared isomer or geometry (same formula, charge and spin) ... 608.1 kJ/mol
Net charge ... 0
LUMO level (alpha / beta) ... -3.01 / -3.00 eV

---

(4)
A 3-piece molecular cluster, C3H12N6 overall at a distorted geometry, computed with ωB97M-V/def2-TZVPD.

Cartesian coordinates (Å):
C: -7.804 -0.089 -0.462
C: -7.110 0.993 0.105
C: 12.115 0.091 -1.133
N: -7.244 -1.286 -0.319
N: -7.089 2.298 0.004
N: -7.554 -2.329 -0.920
N: 11.017 0.148 0.904
N: -5.870 0.157 1.970
N: 11.355 -0.490 -0.277
H: -8.790 0.056 -0.934
H: 12.614 1.141 -0.926
H: 12.215 -0.447 -2.106
H: -8.041 2.761 -0.293
H: -6.383 2.751 0.527
H: -7.060 -3.113 -0.541
H: -8.477 -2.514 -1.467
H: 10.630 -0.406 1.644
H: 11.230 1.097 0.931
H: -5.406 1.129 2.221
H: -5.447 -0.494 1.330
H: 11.099 -1.455 -0.259

Output
Gap between HOMO and LUMO (alpha / beta) ... 8.430 / 8.431 eV
Energy relative to the best compared isomer or geometry (same formula, charge and spin) ... 507.5 kJ/mol
Net charge ... +2
LUMO level (alpha / beta) ... -6.41 / -6.41 eV

---

(5)
The molecule C4H11NO at a distorted geometry, computed with ωB97M-V/def2-TZVPD.

Cartesian coordinates (Å):
C: 0.122 0.019 0.575
C: 0.100 -0.809 -0.691
C: 1.200 -1.849 -0.661
O: -1.152 -1.494 -0.825
C: -0.849 1.177 0.579
N: -0.161 2.430 1.017
H: 1.147 0.394 0.696
H: -0.038 -0.707 1.375
H: 0.260 -0.182 -1.581
H: 1.086 -2.618 0.091
H: 1.266 -2.386 -1.606
H: 2.154 -1.350 -0.594
H: -1.844 -0.892 -0.531
H: -1.618 1.073 1.344
H: -1.305 1.379 -0.382
H: 0.501 2.661 0.278
H: -0.870 3.155 0.915

Output
Gap between HOMO and LUMO ... 10.731 eV
Energy relative to the best compared isomer or geometry (same formula, charge and spin) ... 93.3 kJ/mol
Net charge ... 0
LUMO level ... 0.92 eV

---

(6)
The molecule C24H30N4O2 at a distorted geometry, computed with ωB97M-V/def2-TZVPD.

Cartesian coordinates (Å):
C: 5.564 4.957 -3.520
C: 4.606 3.884 -3.106
C: 3.479 3.613 -3.875
C: 2.589 2.625 -3.508
C: 2.811 1.882 -2.354
C: 3.948 2.121 -1.593
C: 4.828 3.121 -1.968
H: 5.709 3.299 -1.369
H: 4.164 1.513 -0.729
N: 1.897 0.870 -2.017
C: 1.362 0.550 -0.811
C: 0.518 -0.522 -1.030
C: 0.611 -0.782 -2.406
N: 1.430 0.069 -2.985
H: 0.118 -1.541 -2.979
C: -0.272 -1.178 0.051
N: -1.592 -1.560 -0.410
C: -2.069 -2.814 -0.296
O: -1.410 -3.737 0.139
C: -3.516 -2.981 -0.740
H: -3.752 -4.043 -0.674
H: -3.623 -2.669 -1.781
C: -4.467 -2.167 0.155
C: -4.013 -2.145 1.579
C: -3.672 -3.190 2.400
O: -3.281 -2.704 3.588
N: -3.358 -1.350 3.573
C: -3.792 -0.997 2.391
C: -4.021 0.429 2.045
H: -5.085 0.611 1.898
H: -3.499 0.692 1.127
H: -3.663 1.055 2.856
C: -3.644 -4.658 2.202
H: -4.553 -4.992 1.707
H: -2.787 -4.920 1.580
H: -3.546 -5.151 3.165
H: -5.471 -2.596 0.091
H: -4.530 -1.137 -0.200
H: -2.173 -0.835 -0.799
H: 0.201 -2.118 0.361
C: -0.371 -0.213 1.242
H: -1.049 0.601 0.970
H: -0.802 -0.734 2.097
C: 0.983 0.399 1.635
C: 2.002 -0.698 1.953
H: 2.292 -1.235 1.054
H: 2.897 -0.263 2.394
H: 1.584 -1.409 2.662
C: 0.782 1.273 2.875
H: 0.027 2.035 2.694
H: 1.711 1.769 3.148
H: 0.456 0.665 3.716
C: 1.512 1.272 0.480
H: 0.938 2.205 0.430
H: 2.548 1.546 0.679
H: 1.720 2.406 -4.109
H: 3.299 4.187 -4.773
H: 6.297 5.150 -2.740
H: 6.095 4.657 -4.424
H: 5.033 5.882 -3.740

Output
Gap between HOMO and LUMO ... 9.122 eV
Energy relative to the best compared isomer or geometry (same formula, charge and spin) ... 124.3 kJ/mol
Net charge ... 0
LUMO level ... 0.59 eV

---

(7)
C6H9BaO3 as an isolated structure at a distorted geometry, computed with ωB97M-V/def2-TZVPD.

Cartesian coordinates (Å):
O: -1.540 -1.160 -2.394
Ba: 0.384 1.645 2.201
C: 0.394 0.522 -0.351
O: -1.379 -0.196 0.812
C: -1.008 -1.447 -1.330
C: -0.623 -2.852 -1.000
H: -1.073 -3.532 -1.732
H: -1.002 -3.164 -0.018
H: 0.466 -2.969 -1.085
C: -0.792 -0.317 -0.376
O: 0.755 0.812 -1.576
C: 0.256 1.821 -2.455
H: -0.008 1.323 -3.394
H: -0.650 2.210 -1.985
H: 1.031 2.565 -2.667
C: -2.611 -0.825 1.227
H: -3.344 -0.781 0.416
H: -2.329 -1.859 1.439
H: -2.965 -0.317 2.127

Output
Gap between HOMO and LUMO (alpha / beta) ... 7.635 / 6.942 eV
Energy relative to the best compared isomer or geometry (same formula, charge and spin) ... 5.3 kJ/mol
Net charge ... +2
LUMO level (alpha / beta) ... -8.33 / -9.07 eV
2S+1 ... 2

---

Molar mass / g mol⁻¹: 122.620 360.866 92.079 132.171 89.138 406.530 266.463